Record 1
A structure of composition C5H8O in a non-equilibrium geometry, computed with ωB97M-V/def2-TZVPD.

Atoms and positions in Å:
C (1.763, 0.156, -0.140)
C (0.528, 0.029, 0.628)
C (-0.400, -1.117, 0.428)
C (-1.622, -0.335, -0.072)
O (-2.780, -0.665, -0.142)
C (-0.982, 1.002, -0.322)
H (1.653, -0.194, -1.177)
H (2.222, 1.149, -0.141)
H (2.464, -0.530, 0.354)
H (-0.033, 1.004, 1.032)
H (-0.625, -1.712, 1.317)
H (-0.035, -1.786, -0.363)
H (-1.582, 1.886, -0.076)
H (-0.571, 1.112, -1.326)

Cartesian forces (eV/Å) of the 3 atoms listed first:
0.932 -0.293 -0.285
-3.356 4.057 0.107
-0.608 -0.681 -0.103

The LUMO energy comes out at 0.84 eV. Its total energy is -7358.4820 eV. As for the charge: 0. Its highest occupied orbital energy is -0.3101 Ha. Its relative energy (zero: lowest compared OMol25 entry of this formula, charge and spin) is 87.0 kcal per mole. As for the multiplicity: 1. Its maximum force is 5.27 eV/Å.

Record 2
An isolated molecule of CHClF3N in a non-equilibrium geometry, computed with ωB97M-V/def2-TZVPD.

Atoms and positions in Å:
C (0.154, -0.928, -0.059)
N (-0.001, -1.147, 1.356)
F (1.421, -0.760, -0.357)
F (0.601, -2.332, 1.660)
F (0.624, -0.083, 2.078)
Cl (-0.588, -1.983, -1.265)
H (-0.329, 0.233, 0.043)

Cartesian forces (eV/Å) of the 3 atoms listed first:
-3.809 4.855 0.773
-1.229 -8.769 -6.352
1.557 -0.511 -0.112

The LUMO energy (spin up / spin down) comes out at 0.71 / -3.42 eV. Its total energy is -23208.6286 eV. The expectation value of S² is 2.01. As for the charge: 0. Its highest occupied orbital energy (spin up / spin down) is -0.2489 / -0.4368 Ha. Its relative energy (zero: lowest compared OMol25 entry of this formula, charge and spin) is 12.9 kcal per mole. As for the multiplicity: 3. Its maximum force is 11.26 eV/Å.

Record 3
A cluster of 2 separate species, C3H9N3 in total in a non-equilibrium geometry, computed with ωB97M-V/def2-TZVPD.

Atoms and positions in Å:
H (1.916, -3.337, 0.511)
N (1.789, -2.939, -0.416)
C (0.637, -2.379, -0.436)
N (0.385, -1.133, -0.893)
H (-0.175, -2.756, 0.208)
H (1.178, -0.599, -1.203)
H (-0.554, -0.789, -0.838)
C (-0.574, 2.635, -0.458)
C (-0.248, 1.531, 0.311)
N (-1.046, 0.859, 1.199)
H (-0.775, 2.431, -1.506)
H (-0.697, 3.637, -0.073)
H (0.705, 1.009, 0.203)
H (-1.958, 1.279, 1.341)
H (-0.583, 0.551, 2.051)

Cartesian forces (eV/Å) of the 3 atoms listed first:
-0.241 -1.237 -0.577
0.335 1.323 -0.072
0.292 0.180 2.160

The LUMO energy comes out at 0.40 eV. Its total energy is -7723.5624 eV. As for the charge: 0. Its highest occupied orbital energy is -0.2730 Ha. Its relative energy (zero: lowest compared OMol25 entry of this formula, charge and spin) is 92.5 kcal per mole. As for the multiplicity: 1. Its maximum force is 2.19 eV/Å.

Record 4
A structure of composition C38H45N5O2SeV, computed with ωB97M-V/def2-TZVPD.

Atoms and positions in Å:
V (-0.860, 0.014, 0.926)
O (-2.283, -1.178, 1.136)
C (-3.030, -1.507, 2.185)
C (-4.265, -2.127, 1.960)
C (-5.072, -2.505, 3.011)
C (-4.672, -2.291, 4.333)
C (-3.456, -1.698, 4.569)
C (-2.622, -1.289, 3.517)
C (-1.338, -0.726, 3.839)
N (-0.534, -0.229, 2.969)
N (0.709, 0.180, 3.438)
C (1.468, 0.480, 2.434)
O (1.077, 0.368, 1.179)
C (2.814, 1.047, 2.682)
C (3.608, 1.433, 1.604)
C (4.846, 2.021, 1.821)
C (5.300, 2.226, 3.117)
C (4.513, 1.840, 4.195)
C (3.274, 1.256, 3.982)
H (-4.569, -2.292, 0.934)
H (-6.024, -2.979, 2.806)
H (-5.306, -2.594, 5.155)
H (-3.119, -1.537, 5.587)
H (-1.005, -0.745, 4.876)
H (3.250, 1.249, 0.599)
H (5.464, 2.309, 0.980)
H (6.268, 2.680, 3.287)
H (4.868, 1.994, 5.206)
H (2.652, 0.953, 4.813)
C (-3.427, -1.676, -3.779)
C (-2.247, -2.620, -3.986)
C (-2.117, -3.667, -2.882)
C (-1.617, -3.101, -1.558)
N (-0.209, -2.700, -1.641)
C (0.278, -1.447, -1.744)
Se (-0.726, 0.130, -1.684)
N (1.621, -1.528, -1.842)
C (2.565, -0.418, -1.959)
C (3.111, -0.284, -3.377)
C (2.089, 0.220, -4.394)
C (1.776, 1.705, -4.244)
C (2.006, -2.866, -1.817)
C (3.257, -3.465, -1.859)
C (3.290, -4.846, -1.774)
C (2.115, -5.599, -1.646)
C (0.872, -4.994, -1.599)
C (0.844, -3.609, -1.691)
H (-3.512, -0.971, -4.606)
H (-3.321, -1.092, -2.863)
H (-4.362, -2.237, -3.721)
H (-1.317, -2.045, -4.061)
H (-2.356, -3.135, -4.943)
H (-1.454, -4.475, -3.202)
H (-3.094, -4.124, -2.697)
H (-1.691, -3.841, -0.760)
H (-2.188, -2.231, -1.245)
H (3.371, -0.616, -1.251)
H (2.044, 0.481, -1.636)
H (3.510, -1.252, -3.692)
H (3.961, 0.404, -3.344)
H (1.168, -0.368, -4.316)
H (2.478, 0.033, -5.396)
H (1.305, 1.924, -3.284)
H (1.090, 2.039, -5.024)
H (2.689, 2.301, -4.327)
H (4.165, -2.886, -1.953)
H (4.242, -5.356, -1.804)
H (2.184, -6.676, -1.579)
H (-0.033, -5.577, -1.495)
C (0.606, 5.412, 1.232)
N (0.792, 3.940, 1.325)
C (0.865, 3.342, -0.041)
C (-0.258, 3.286, 2.237)
C (-1.589, 3.086, 1.581)
C (-2.502, 4.144, 1.601)
C (-3.739, 4.024, 0.991)
C (-4.067, 2.832, 0.363)
C (-3.169, 1.770, 0.369)
C (-1.909, 1.855, 0.984)
H (1.416, 5.836, 0.643)
H (0.608, 5.840, 2.231)
H (-0.345, 5.606, 0.746)
H (1.691, 3.760, 1.777)
H (-0.077, 3.529, -0.550)
H (1.031, 2.274, 0.047)
H (1.684, 3.820, -0.575)
H (-0.320, 3.942, 3.105)
H (0.163, 2.341, 2.553)
H (-2.254, 5.062, 2.124)
H (-4.442, 4.846, 1.016)
H (-5.032, 2.720, -0.116)
H (-3.469, 0.843, -0.107)

Cartesian forces (eV/Å) of the 3 atoms listed first:
-0.127 0.682 0.022
0.306 -0.259 0.036
-0.109 -0.018 -0.006

The LUMO energy (spin up / spin down) comes out at -2.45 / -2.42 eV. Its total energy is -142713.7136 eV. The expectation value of S² is 2.02. As for the charge: +1. Its highest occupied orbital energy (spin up / spin down) is -0.3745 / -0.3806 Ha. Its relative energy (zero: lowest compared OMol25 entry of this formula, charge and spin) is 8.1 kcal per mole. As for the multiplicity: 3. Its maximum force is 0.69 eV/Å.

Record 5
A structure of composition C26H30GeN2O2RuSi in a non-equilibrium geometry, computed with ωB97M-V/def2-TZVPD.

Atoms and positions in Å:
Ru (1.259, -0.397, 0.074)
C (-0.310, 1.445, 5.086)
O (0.438, 1.690, 3.911)
C (0.725, 0.706, 3.057)
O (1.405, 0.965, 2.078)
N (0.314, -0.554, 3.363)
N (0.611, -1.560, 2.434)
H (-0.342, 2.394, 5.617)
H (0.177, 0.693, 5.710)
H (-1.332, 1.138, 4.849)
H (-0.520, -0.670, 3.935)
H (-0.160, -1.696, 1.736)
H (0.872, -2.424, 2.898)
C (0.306, -5.998, -1.127)
Si (2.021, -5.184, -1.358)
C (3.377, -6.070, -0.344)
C (2.448, -5.168, -3.219)
C (1.861, -3.432, -0.781)
C (1.662, -2.278, -0.429)
H (0.246, -6.981, -1.584)
H (-0.455, -5.374, -1.585)
H (0.051, -6.103, -0.077)
H (3.558, -7.080, -0.696)
H (3.104, -6.131, 0.706)
H (4.316, -5.528, -0.404)
H (2.504, -6.167, -3.643)
H (3.399, -4.676, -3.401)
H (1.685, -4.620, -3.766)
C (-0.727, -0.752, 0.109)
Ge (-0.921, 1.164, -0.156)
C (-2.216, 1.599, -1.600)
C (-2.986, 0.623, -2.214)
C (-3.920, 0.973, -3.174)
C (-4.082, 2.302, -3.528)
C (-3.313, 3.281, -2.920)
C (-2.386, 2.927, -1.958)
C (0.911, 1.553, -1.033)
C (1.937, 2.402, -0.615)
C (3.077, 2.585, -1.390)
C (3.244, 1.879, -2.568)
C (2.260, 0.992, -2.984)
C (1.112, 0.824, -2.224)
C (-1.412, 2.463, 1.304)
C (-2.595, 2.227, 1.996)
C (-2.967, 3.027, 3.060)
C (-2.155, 4.077, 3.458)
C (-0.979, 4.321, 2.775)
C (-0.619, 3.526, 1.703)
H (-2.850, -0.413, -1.931)
H (-4.530, 0.214, -3.644)
H (-4.808, 2.578, -4.278)
H (-3.443, 4.319, -3.191)
H (-1.791, 3.688, -1.471)
H (1.851, 2.957, 0.311)
H (3.838, 3.282, -1.068)
H (4.143, 2.007, -3.152)
H (2.388, 0.437, -3.900)
H (0.308, 0.188, -2.598)
H (-3.229, 1.403, 1.689)
H (-3.882, 2.826, 3.596)
H (-2.439, 4.698, 4.294)
H (-0.333, 5.130, 3.085)
H (0.295, 3.748, 1.176)

Cartesian forces (eV/Å) of the 3 atoms listed first:
-1.871 -0.868 0.842
-0.174 -0.103 0.322
0.185 -0.125 -0.393

The LUMO energy (spin up / spin down) comes out at 0.16 / -0.65 eV. Its total energy is -101492.3604 eV. The expectation value of S² is 6.03. As for the charge: 0. Its highest occupied orbital energy (spin up / spin down) is -0.2473 / -0.2798 Ha. As for the multiplicity: 5. Its maximum force is 2.23 eV/Å.

Record 6
A structure of composition C7H17N in a non-equilibrium geometry, computed with ωB97M-V/def2-TZVPD.

Atoms and positions in Å:
C (-0.308, 2.266, -2.277)
N (-0.387, 0.309, 0.326)
C (0.652, -0.302, -0.203)
C (-0.050, -0.511, 1.568)
C (1.148, -0.020, 2.392)
C (-0.182, -2.060, 1.635)
C (0.734, -1.449, -1.143)
C (-1.676, 1.728, -2.001)
H (-0.102, 2.967, -1.442)
H (0.513, 1.538, -2.194)
H (-0.262, 2.839, -3.219)
H (1.648, 0.180, -0.124)
H (-0.929, -0.241, 2.143)
H (1.012, -0.205, 3.483)
H (1.270, 1.045, 2.195)
H (2.000, -0.630, 2.023)
H (-1.039, -2.354, 1.011)
H (-0.477, -2.362, 2.679)
H (0.647, -2.696, 1.350)
H (1.845, -1.603, -1.213)
H (0.454, -1.142, -2.154)
H (0.294, -2.408, -0.922)
H (-2.178, 1.377, -2.883)
H (-2.213, 2.620, -1.610)
H (-1.681, 0.999, -1.233)

Cartesian forces (eV/Å) of the 3 atoms listed first:
1.224 0.742 0.640
-0.846 -1.601 1.995
2.855 0.311 -2.908

The LUMO energy (spin up / spin down) comes out at 4.23 / 4.16 eV. Its total energy is -9020.3731 eV. The expectation value of S² is 0.75. As for the charge: -1. Its highest occupied orbital energy (spin up / spin down) is -0.0112 / -0.0707 Ha. Its relative energy (zero: lowest compared OMol25 entry of this formula, charge and spin) is 69.9 kcal per mole. As for the multiplicity: 2. Its maximum force is 4.09 eV/Å.